[1]
Density functional theory data (ωB97M-V/def2-TZVPD) for a structure of composition C42H40CuN2O6P2.

The geometry in XYZ format:
```
93
Properties=species:S:1:pos:R:3:mulliken_spin:R:1
Cu 1.5963 -0.9496 2.0183 0.00
C -3.1103 0.3896 4.2092 0.00
C -3.4642 0.4359 2.9228 0.00
C -3.8562 1.7015 2.2135 0.00
C -2.5642 2.1834 1.5698 0.00
C -1.9217 3.2026 2.4487 0.00
C -2.1363 3.4877 3.7430 0.00
C -3.0743 3.0245 4.8062 0.00
C -3.2445 1.5179 5.1777 0.00
C 2.7197 -1.0061 0.5032 0.00
H -2.7061 -0.5542 4.6283 0.00
H -3.3462 -0.4266 2.2620 0.00
H -4.2601 2.4719 2.8785 0.00
H -4.6281 1.5619 1.4429 0.00
H -1.9023 1.3245 1.3814 0.00
H -2.7751 2.6570 0.6064 0.00
H -1.2145 3.8275 1.9102 0.00
H -1.5768 4.3255 4.1629 0.00
H -4.0911 3.4424 4.6375 0.00
H -2.6867 3.4636 5.7605 0.00
H -2.4979 1.3206 5.9548 0.00
H -4.2094 1.4756 5.7190 0.00
H 3.7302 -1.2372 0.8772 0.00
H 2.6935 -0.0817 -0.0820 0.00
H 2.2718 -1.8172 -0.0966 0.00
P 0.2000 -2.3064 -3.3689 0.29
P 2.2010 0.2897 -3.9075 0.19
C -0.3932 -0.7037 -3.9417 0.06
C 0.4618 0.2577 -4.3747 0.04
C -0.4644 -3.3496 -4.7822 0.05
C -1.4741 -2.9136 -5.6520 0.01
C -1.8704 -3.6808 -6.7497 0.00
C -1.2263 -4.8860 -7.0241 0.01
C -0.1758 -5.3172 -6.2079 0.00
C 0.2148 -4.5424 -5.1148 0.03
C -1.1003 -2.4932 -2.0741 0.07
C -0.9603 -1.6711 -0.9371 0.03
C -1.8921 -1.7581 0.0995 -0.03
C -2.9670 -2.6638 -0.0050 0.07
C -3.0754 -3.5026 -1.1259 -0.01
C -2.1235 -3.4451 -2.1469 0.03
C 2.7114 0.8140 -5.6709 0.03
C 2.3962 -0.0538 -6.7354 0.02
C 2.6582 0.3097 -8.0538 -0.02
C 3.2836 1.5289 -8.3262 0.03
C 3.6493 2.3751 -7.2782 -0.01
C 3.3884 2.0081 -5.9546 0.01
C 2.2594 1.9266 -3.0567 0.04
C 3.4272 2.2326 -2.3197 0.01
C 3.5422 3.4648 -1.6715 0.00
C 2.4996 4.4010 -1.7452 0.01
C 1.3450 4.1024 -2.4797 0.00
C 1.2217 2.8650 -3.1243 0.01
H -1.4791 -0.5369 -3.9571 0.01
H 0.1243 1.0331 -5.0783 0.01
H -1.9740 -1.9614 -5.5021 0.00
H -2.6913 -3.3422 -7.3843 0.00
H -1.5345 -5.4830 -7.8732 0.00
H 0.3199 -6.2662 -6.4266 0.00
H 1.0553 -4.8748 -4.5057 0.00
H -0.1062 -0.9841 -0.8637 0.00
H -1.7663 -1.1344 0.9982 -0.01
H -3.7038 -2.7309 0.8059 0.00
H -3.8950 -4.2207 -1.2055 0.00
H -2.1659 -4.1222 -3.0021 0.00
H 1.9448 -1.0257 -6.5349 0.01
H 2.4070 -0.3613 -8.8758 0.00
H 3.5261 1.7974 -9.3499 0.00
H 4.1717 3.3061 -7.4908 0.00
H 3.7323 2.6614 -5.1530 0.00
H 4.2331 1.4930 -2.2631 0.00
H 4.4449 3.6835 -1.0903 0.00
H 2.5785 5.3500 -1.2072 0.00
H 0.5236 4.8213 -2.5350 0.00
H 0.3080 2.6417 -3.6760 0.00
O 2.9291 -2.0261 4.5784 0.00
C 1.9620 -1.2919 4.7668 0.00
O 1.1058 -0.8560 3.8690 0.00
C 1.6849 -0.8113 6.2135 0.00
C 1.0577 0.4265 6.4202 0.00
C 0.3871 0.7178 7.6239 0.00
C 0.5092 -0.1560 8.7098 0.00
C 1.3295 -1.2807 8.5925 0.00
C 2.0470 -1.5198 7.3778 0.00
N 1.2915 -2.2106 9.6988 0.00
O 0.6164 -1.9426 10.7151 0.00
O 1.9304 -3.2757 9.5888 0.00
N -0.5088 1.8379 7.7514 0.00
O -0.8476 2.5368 6.7696 0.00
O -0.9293 2.0673 8.9079 0.00
H 1.0838 1.1709 5.6349 0.00
H -0.0786 0.0453 9.6027 0.00
H 2.8937 -2.2044 7.4230 0.00
```

Properties
LUMO (alpha / beta) = -0.969 / -5.072 eV
largest force on an atom = 2.9 eV Å⁻¹
total charge = 0
HOMO (alpha / beta) = -6.50 / -6.50 eV
energy above the lowest of the compared OMol25 structures with the same formula, charge and spin = 8.1 kJ/mol
frontier orbital gap (alpha / beta) = 5.54 / 1.43 eV
<S²> = 0.76
multiplicity = 2

[2]
Density functional theory data (ωB97M-V/def2-TZVPD) for a structure of composition C42H40F5IrN3OSi2.

The geometry in XYZ format:
```
94
Properties=species:S:1:pos:R:3:mulliken_charge:R:1
Ir 0.4983 -0.2364 0.7454 1.81
C -1.2857 1.8363 3.2155 -0.55
Si 0.5171 1.4883 3.6189 0.25
C 1.6635 2.9064 3.1078 -1.13
C 0.6088 1.6033 5.5082 -1.47
C 1.1529 -0.1487 2.9901 1.10
C 2.5083 -0.0973 2.4759 -0.88
C 3.6848 -0.5330 3.1089 -0.67
C 4.8853 -0.4502 2.4401 -0.67
C 4.9213 0.0653 1.1419 -1.05
C 3.7377 0.4721 0.5722 -0.43
N 2.5677 0.4002 1.2159 0.56
Si 0.6823 -1.6720 3.9495 0.55
C 1.4674 -3.1861 3.1393 -0.78
C 1.2497 -1.7289 5.7584 -1.25
C -1.1902 -1.8247 4.0314 -0.76
H -1.5106 2.9102 3.2537 0.53
H -1.9317 1.3378 3.9478 0.34
H -1.5679 1.4563 2.2287 -0.22
H 1.1138 3.8509 3.0121 0.45
H 2.1712 2.7157 2.1594 0.23
H 2.4336 3.0449 3.8761 0.37
H 0.4217 2.6391 5.8223 0.37
H 1.6010 1.3145 5.8774 0.37
H -0.1371 0.9680 6.0008 0.31
H 3.6308 -0.9244 4.1180 0.31
H 5.7991 -0.7791 2.9215 0.47
H 5.8482 0.1417 0.5887 0.44
H 3.7019 0.8740 -0.4355 0.37
H 2.2656 -3.6162 3.7555 0.45
H 1.8987 -2.9218 2.1683 -0.13
H 0.7192 -3.9642 2.9564 0.37
H 2.3418 -1.7075 5.8632 0.34
H 0.8902 -2.6569 6.2215 0.34
H 0.8463 -0.8914 6.3334 0.33
H -1.6642 -1.1329 3.3262 -0.15
H -1.5701 -1.6018 5.0354 0.47
H -1.5114 -2.8386 3.7696 0.32
C 1.1560 3.7502 -0.4356 -0.93
C 1.6567 3.5968 -1.7294 -0.96
C 1.3681 2.4319 -2.4003 -1.03
C 0.6294 1.4354 -1.7639 -0.26
N 0.2574 1.5350 -0.4820 0.38
C 0.4664 2.7088 0.1340 -0.85
C 0.5369 -0.9601 -2.2411 1.06
C 0.3855 -1.9623 -3.2003 -0.19
C 0.8650 -3.2422 -2.9564 -1.19
C 1.5161 -3.5169 -1.7645 -0.81
C 1.5836 -2.5288 -0.7909 0.18
C 1.0417 -1.2600 -0.9681 -0.06
H 1.2779 4.6742 0.1150 0.47
H 2.2080 4.3912 -2.2172 0.44
H 1.6609 2.2906 -3.4331 0.52
H 0.0033 2.8066 1.1077 0.91
H -0.1184 -1.7505 -4.1323 0.61
H 0.7393 -4.0156 -3.7054 0.37
H 1.9349 -4.4988 -1.5759 0.42
H 2.0548 -2.7680 0.1592 0.02
N 0.1746 0.3730 -2.5583 1.37
C -0.7511 0.7915 -3.5549 -0.87
C -0.4651 0.5819 -4.9446 0.88
C -1.4519 0.7636 -5.9431 -0.60
C -1.1507 0.6123 -7.2856 -0.78
C 0.1354 0.2671 -7.6985 -0.51
C 1.1185 0.0709 -6.7333 -1.08
C 0.8323 0.2229 -5.3878 0.14
C -1.9109 1.5961 -3.1057 -0.30
C -2.6629 1.1785 -1.9968 0.08
C -3.6825 1.9688 -1.4805 -0.33
C -3.9846 3.1905 -2.0723 -0.69
C -3.2699 3.6056 -3.1905 -0.77
C -2.2428 2.8244 -3.6990 -0.23
H -2.4624 1.0152 -5.6478 0.47
H -1.9311 0.7613 -8.0235 0.37
H 0.3624 0.1518 -8.7511 0.37
H 2.1273 -0.1882 -7.0391 0.36
H 1.6111 0.0740 -4.6452 0.35
H -2.4329 0.2266 -1.5297 0.09
H -4.2232 1.6224 -0.6091 0.43
H -4.7707 3.8160 -1.6638 0.37
H -3.5005 4.5587 -3.6561 0.38
H -1.6500 3.1833 -4.5338 0.47
F -4.7627 -5.0207 0.3248 -0.33
C -3.9991 -3.9330 0.5071 0.63
C -4.5598 -2.6759 0.5412 0.42
F -5.8854 -2.5472 0.4151 -0.33
C -3.7742 -1.5539 0.7049 -0.30
F -4.3811 -0.3602 0.7604 -0.40
C -2.3751 -1.6026 0.8310 0.63
O -1.6633 -0.5131 0.9621 -0.73
C -1.8580 -2.9159 0.8250 -0.64
F -0.5412 -3.0781 1.0085 -0.09
C -2.6336 -4.0432 0.6625 0.10
F -2.0674 -5.2544 0.6680 -0.34
```

Properties
LUMO = 1.705 eV
largest force on an atom = 2.4 eV Å⁻¹
total charge = -1
HOMO = -2.68 eV
energy above the lowest of the compared OMol25 structures with the same formula, charge and spin = 392.3 kJ/mol
frontier orbital gap = 4.39 eV
multiplicity = 1